{
  "formula": "C12H21AgN5O8S",
  "method": "ωB97M-V/def2-TZVPD",
  "lumo_ev": 1.992,
  "total_charge": -1,
  "energy_ha": -1890.9268,
  "elements": ["Ag", "N", "C", "C", "C", "N", "C", "C", "N", "C", "H", "H", "H", "H", "H", "H", "H", "H", "H", "H", "H", "H", "H", "H", "H", "H", "O", "S", "O", "O", "O", "C", "C", "N", "C", "C", "N", "C", "O", "O", "C", "O", "O", "H", "H", "H", "H", "H"],
  "coordinates": [[-0.594, 0.594, -0.233], [3.112, -1.474, -2.589], [2.518, -1.424, -1.228], [2.385, -2.802, -0.602], [1.620, -2.703, 0.720], [0.253, -2.288, 0.445], [2.342, -1.724, 1.652], [2.690, -0.348, 1.066], [1.521, 0.530, 1.032], [3.332, -0.500, -0.326], [2.791, -2.319, -3.052], [4.121, -1.560, -2.520], [2.604, -0.016, -3.263], [1.509, -1.015, -1.310], [3.381, -3.236, -0.439], [1.841, -3.466, -1.285], [1.666, -3.688, 1.210], [-0.183, -1.831, 1.258], [-0.328, -3.074, 0.181], [3.285, -2.199, 1.946], [1.746, -1.579, 2.554], [3.454, 0.082, 1.728], [1.785, 1.506, 1.075], [0.894, 0.335, 1.825], [4.338, -0.926, -0.211], [3.441, 0.486, -0.791], [-1.180, 1.558, 1.914], [-1.689, 0.227, 2.392], [-2.638, 0.357, 3.483], [-0.485, -0.576, 2.805], [-2.297, -0.458, 1.197], [-2.831, -1.900, -1.764], [-1.750, -1.367, -2.633], [-0.989, -0.348, -2.315], [-0.064, -0.198, -3.310], [-0.267, -1.168, -4.266], [-1.350, -1.883, -3.818], [0.315, -1.560, -5.567], [1.359, -0.872, -6.013], [-0.162, -2.476, -6.194], [0.938, 0.904, -3.219], [2.131, 0.659, -3.826], [0.705, 1.928, -2.650], [-2.872, -1.296, -0.854], [-2.617, -2.931, -1.477], [-3.796, -1.878, -2.272], [-1.740, -2.661, -4.328], [1.637, -0.195, -5.359]],
  "forces_ev_per_a": [[-0.1, -0.1, 0.1], [0.1, 0.2, 0.4], [0.1, 0.0, 0.1], [0.0, 0.0, 0.0], [0.1, 0.0, 0.0], [-0.2, 0.2, 0.1], [0.0, 0.0, 0.1], [0.0, -0.1, -0.1], [-0.1, -0.1, -0.2], [-0.2, 0.0, 0.0], [-0.1, 0.1, -0.1], [0.0, 0.0, 0.1], [0.4, -1.1, -0.2], [0.0, 0.0, 0.0], [0.0, 0.0, 0.0], [0.0, 0.0, 0.0], [0.0, 0.0, 0.0], [0.0, 0.0, -0.1], [0.0, 0.0, 0.1], [0.0, 0.0, 0.0], [0.0, 0.0, 0.0], [0.0, 0.0, 0.0], [0.0, 0.0, 0.0], [0.0, 0.0, 0.1], [0.0, 0.0, 0.0], [0.0, 0.0, 0.0], [0.0, 0.0, -0.2], [0.2, -0.2, 0.1], [0.0, 0.1, 0.0], [0.0, -0.1, -0.1], [0.0, -0.1, -0.1], [0.0, 0.0, 0.0], [0.0, -0.2, 0.2], [0.3, 0.6, 0.0], [0.0, -0.1, 0.0], [0.0, 0.0, 0.0], [0.0, 0.0, 0.0], [-0.1, 0.0, 0.0], [0.0, 0.1, 0.0], [0.1, 0.0, 0.0], [-0.3, 0.2, 0.2], [-0.5, 0.7, -0.4], [0.0, 0.0, -0.1], [0.0, 0.0, 0.0], [0.0, 0.0, 0.0], [0.0, 0.0, 0.0], [0.0, 0.0, 0.0], [0.2, -0.1, 0.1]],
  "nbo_charge": [0.87, -0.85, -0.09, -0.40, -0.04, -0.90, -0.43, -0.04, -0.94, -0.41, 0.37, 0.37, 0.52, 0.23, 0.19, 0.19, 0.17, 0.44, 0.35, 0.19, 0.26, 0.17, 0.37, 0.45, 0.18, 0.21, -1.12, 2.57, -1.03, -1.13, -1.15, -0.68, 0.42, -0.50, 0.00, -0.04, -0.49, 0.77, -0.67, -0.60, 0.77, -0.78, -0.51, 0.32, 0.23, 0.22, 0.44, 0.51]
}



{
  "formula": "C12H21AsF6KNO4S2",
  "method": "ωB97M-V/def2-TZVPD",
  "lumo_ev": -0.473,
  "total_charge": 0,
  "energy_ha": -5057.0400,
  "elements": ["K", "As", "F", "F", "F", "F", "F", "F", "C", "C", "C", "S", "O", "O", "C", "H", "H", "H", "H", "H", "H", "H", "H", "C", "C", "C", "S", "O", "O", "C", "H", "H", "H", "H", "H", "H", "H", "H", "N", "C", "C", "C", "C", "H", "H", "H", "H", "H"],
  "coordinates": [[0.701, 1.100, 1.700], [0.107, 4.267, -1.442], [-1.196, 3.558, -2.329], [0.059, 2.871, -0.376], [1.446, 4.838, -0.500], [0.194, 5.596, -2.502], [-0.992, 5.066, -0.413], [1.230, 3.371, -2.413], [-2.582, 0.805, -3.519], [-1.159, 0.503, -4.071], [-0.189, 0.317, -2.921], [-1.194, -0.424, -1.641], [-0.728, -0.137, -0.292], [-1.432, -1.803, -1.976], [-2.608, 0.578, -2.007], [-3.344, 0.220, -4.036], [-2.886, 1.839, -3.677], [-0.833, 1.329, -4.700], [-1.220, -0.393, -4.685], [0.138, 1.265, -2.502], [0.640, -0.358, -3.117], [-2.426, 1.522, -1.491], [-3.493, 0.128, -1.560], [-1.594, -3.578, 4.283], [-1.882, -4.103, 2.866], [-1.207, -3.177, 1.880], [0.417, -2.946, 2.575], [0.898, -1.609, 2.314], [1.242, -4.063, 2.244], [-0.139, -3.032, 4.289], [-1.682, -4.386, 5.004], [-2.269, -2.767, 4.546], [-2.939, -4.226, 2.630], [-1.463, -5.112, 2.791], [-1.636, -2.167, 1.887], [-1.178, -3.487, 0.838], [-0.163, -1.990, 4.605], [0.594, -3.565, 4.886], [3.023, 2.381, -0.118], [4.015, 2.296, 0.822], [4.293, 0.968, 1.031], [3.386, 0.217, 0.229], [2.665, 1.124, -0.502], [2.650, 3.244, -0.499], [4.423, 3.193, 1.257], [5.072, 0.629, 1.692], [3.365, -0.855, 0.129], [1.875, 0.955, -1.210]],
  "forces_ev_per_a": [[0.0, -0.1, -0.4], [0.0, -0.1, -0.1], [-0.3, -0.2, -0.3], [-0.1, -0.5, 0.5], [0.3, 0.2, 0.2], [0.0, 0.3, -0.2], [-0.3, 0.3, 0.3], [0.3, -0.2, -0.3], [-0.5, 0.2, 0.1], [-0.5, 0.2, -0.3], [-0.1, -0.2, 0.6], [0.1, 0.3, 0.2], [0.1, -0.1, -0.1], [-0.2, -0.3, -0.1], [0.0, 0.3, 0.3], [0.2, -0.3, 0.1], [0.3, 0.1, -0.1], [0.1, -0.1, 0.0], [0.2, 0.0, 0.0], [0.2, 0.1, -0.1], [0.1, 0.1, 0.0], [0.1, 0.0, 0.0], [0.0, -0.2, -0.3], [0.6, -0.2, -0.2], [-0.1, -0.6, 0.0], [-0.1, 0.8, 0.0], [-0.6, 0.1, 0.0], [0.1, 0.4, 0.0], [0.4, -0.5, 0.0], [-0.5, 0.6, -0.1], [-0.2, 0.1, 0.1], [-0.1, -0.1, 0.1], [-0.1, 0.2, 0.2], [0.1, 0.1, -0.2], [-0.1, -0.2, 0.1], [0.3, -0.2, 0.0], [0.2, 0.0, 0.1], [0.0, -0.2, -0.1], [0.1, 0.1, 0.1], [-0.2, 0.1, -0.3], [-0.1, 0.3, 0.4], [0.7, 0.0, -0.1], [-0.4, -0.1, 0.0], [0.0, -0.2, 0.1], [0.1, 0.0, 0.0], [-0.1, -0.2, 0.0], [-0.1, 0.0, 0.0], [0.0, 0.1, -0.1]],
  "nbo_charge": [0.97, 2.85, -0.64, -0.68, -0.64, -0.61, -0.62, -0.64, -0.41, -0.41, -0.67, 2.18, -1.01, -0.95, -0.68, 0.22, 0.24, 0.24, 0.22, 0.27, 0.26, 0.27, 0.25, -0.40, -0.42, -0.67, 2.19, -1.00, -0.93, -0.68, 0.23, 0.21, 0.23, 0.22, 0.23, 0.28, 0.24, 0.26, -0.52, -0.09, -0.32, -0.33, -0.10, 0.46, 0.22, 0.22, 0.23, 0.22]
}



{
  "formula": "C12H21AuB2F4N4O5",
  "method": "ωB97M-V/def2-TZVPD",
  "lumo_ev": -8.591,
  "total_charge": 2,
  "energy_ha": -1649.4041,
  "elements": ["Au", "C", "C", "N", "O", "B", "F", "F", "O", "N", "C", "C", "C", "N", "O", "B", "F", "F", "O", "N", "C", "C", "C", "H", "H", "H", "H", "H", "H", "H", "H", "H", "H", "H", "H", "C", "C", "C", "C", "O", "H", "H", "H", "H", "H", "H", "H", "H", "H"],
  "coordinates": [[0.031, 0.527, -0.419], [4.147, 0.614, 0.637], [2.790, 0.368, 0.089], [1.735, 0.975, 0.511], [1.709, 1.828, 1.517], [0.685, 2.992, 1.319], [0.770, 3.369, 0.000], [0.914, 3.874, 2.285], [-0.770, 2.463, 1.533], [-1.223, 1.754, 0.515], [-2.438, 1.767, 0.091], [-3.481, 2.666, 0.642], [-2.697, 0.799, -1.033], [-1.665, 0.107, -1.370], [-1.670, -0.841, -2.292], [-0.348, -0.906, -3.127], [-0.579, -1.753, -4.125], [0.007, 0.395, -3.386], [0.799, -1.525, -2.268], [1.290, -0.686, -1.368], [2.527, -0.612, -1.020], [3.606, -1.402, -1.661], [-3.999, 0.681, -1.737], [4.128, 1.447, 1.333], [4.841, 0.831, -0.177], [4.516, -0.276, 1.152], [-3.105, 3.196, 1.512], [-4.378, 2.106, 0.909], [-3.767, 3.396, -0.121], [3.195, -2.086, -2.397], [4.174, -1.957, -0.912], [4.304, -0.723, -2.158], [-4.824, 1.019, -1.117], [-4.164, -0.343, -2.066], [-3.967, 1.306, -2.635], [0.447, -3.620, 2.068], [-1.332, -2.561, 1.801], [-2.269, -3.372, 0.946], [-1.886, -2.144, 3.138], [-0.323, -2.009, 1.311], [-0.285, -4.245, 2.575], [1.108, -3.005, 2.662], [0.790, -3.909, 1.083], [-2.699, -4.218, 1.480], [-1.803, -3.695, 0.017], [-3.095, -2.699, 0.692], [-2.434, -2.945, 3.630], [-2.596, -1.338, 2.926], [-1.120, -1.742, 3.799]],
  "forces_ev_per_a": [[0.1, 0.1, -0.1], [0.0, 0.0, 0.0], [0.1, 0.0, 0.0], [-0.1, 0.0, -0.1], [0.0, 0.0, 0.0], [0.0, 0.0, 0.0], [0.0, 0.0, 0.0], [0.0, 0.0, 0.0], [0.0, 0.0, 0.0], [0.0, 0.0, 0.0], [-0.1, 0.0, 0.0], [0.0, 0.0, 0.0], [-0.1, 0.1, 0.0], [0.1, 0.0, 0.1], [0.0, 0.0, 0.0], [0.0, 0.1, 0.0], [0.0, 0.0, 0.0], [0.0, -0.1, 0.0], [0.0, 0.0, 0.0], [-0.1, 0.0, 0.0], [0.1, 0.0, 0.0], [0.0, 0.0, 0.0], [0.0, 0.0, 0.0], [0.0, 0.0, 0.0], [0.0, 0.0, 0.0], [0.0, 0.0, 0.0], [0.0, 0.0, 0.0], [0.0, 0.0, 0.0], [0.0, 0.0, 0.0], [0.0, 0.0, 0.0], [0.0, 0.0, 0.0], [0.0, 0.0, 0.0], [0.0, 0.0, 0.0], [0.0, 0.0, 0.0], [0.0, 0.0, 0.0], [0.4, 1.6, -1.0], [-3.3, 0.3, 0.4], [0.6, -0.1, -0.2], [0.7, -0.1, 0.0], [1.6, -1.4, 0.6], [0.0, 0.1, 0.0], [0.1, -0.3, 0.2], [0.0, -0.4, 0.1], [0.0, 0.0, 0.1], [0.0, 0.0, 0.0], [0.0, 0.0, 0.1], [0.0, 0.0, -0.1], [0.0, 0.0, 0.0], [0.0, 0.0, 0.0]],
  "nbo_charge": [1.31, -0.69, 0.26, -0.12, -0.47, 1.26, -0.53, -0.48, -0.47, -0.13, 0.28, -0.69, 0.27, -0.13, -0.48, 1.26, -0.48, -0.52, -0.48, -0.13, 0.28, -0.69, -0.69, 0.28, 0.27, 0.26, 0.28, 0.26, 0.28, 0.28, 0.26, 0.28, 0.25, 0.27, 0.29, -0.12, 0.65, -0.74, -0.74, -0.48, 0.26, 0.26, 0.26, 0.27, 0.26, 0.29, 0.27, 0.29, 0.26]
}